(1)
20
Properties=species:S:1:pos:R:3 method="wB97M-V/def2-TZVPD" total_charge=-1 e_above_lowest_ev=1.069 homo_ev=-3.99
C -0.756 0.867 -0.940
C -0.374 2.404 -0.924
O -0.465 2.970 0.404
N -1.443 0.455 0.262
C -0.630 -0.312 1.264
O 0.421 -1.062 0.845
H 0.210 0.379 -1.024
H -1.299 0.639 -1.857
H 0.681 2.515 -1.176
H -1.086 2.972 -1.516
H -0.437 2.206 0.973
H -2.239 -0.074 -0.047
H -0.319 0.358 2.091
H -1.378 -1.014 1.704
H 0.467 -3.250 1.049
H 1.338 -4.133 0.167
O 1.021 -4.058 1.076
H 2.082 -0.596 -1.560
H 1.705 -0.736 -0.077
O 2.500 -0.531 -0.713

(2)
20
Properties=species:S:1:pos:R:3 method="wB97M-V/def2-TZVPD" total_charge=+1 e_above_lowest_ev=1.128 homo_ev=-13.74
C 0.502 1.236 1.659
N 0.999 0.481 0.485
C 1.832 1.279 -0.461
H -0.136 0.605 2.239
H 1.372 1.541 2.239
H -0.045 2.138 1.302
H 0.156 0.062 0.056
H 1.555 -0.350 0.736
H 1.237 2.144 -0.869
H 2.167 0.665 -1.295
H 2.728 1.704 0.042
C -0.966 -1.358 -1.751
C -1.675 -0.850 -0.533
C -1.732 -1.513 0.646
H -0.081 -0.706 -1.930
H -0.658 -2.392 -1.576
H -1.644 -1.232 -2.638
H -2.112 0.134 -0.678
H -2.234 -1.146 1.523
H -1.265 -2.443 0.805

(3)
7
Properties=species:S:1:pos:R:3 method="wB97M-V/def2-TZVPD" total_charge=+2 e_above_lowest_ev=1.015 homo_ev="-18.06 / -20.53" multiplicity=6
O -2.270 0.090 -0.957
C -1.353 0.212 -0.242
C -0.193 0.252 0.393
H -0.312 0.490 1.459
Ir 1.977 1.174 -0.457
Li 1.177 -1.868 0.378
O 0.974 -0.349 -0.574

(4)
21
Properties=species:S:1:pos:R:3 method="wB97M-V/def2-TZVPD" e_above_lowest_ev=5.617 homo_ev=-9.98 smiles="N=S(=O)=O.C=C.C=C.N"
N -7.448 2.411 0.463
S -6.015 2.314 0.976
O -5.440 3.594 1.234
O -5.270 1.149 1.311
H -7.946 1.566 0.687
C 4.014 -5.049 3.425
C 3.027 -4.366 3.979
H 3.727 -6.055 3.144
H 5.003 -4.672 3.350
H 2.065 -4.770 3.824
H 3.017 -3.199 4.155
C -4.179 3.689 -1.480
C -3.168 3.011 -1.014
H -4.225 4.705 -2.042
H -5.163 3.353 -1.456
H -3.265 1.961 -0.637
H -2.148 3.271 -1.040
N 6.663 0.455 -6.896
H 7.524 0.830 -7.200
H 6.024 0.198 -7.552
H 6.976 -0.398 -6.346

(5)
105
Properties=species:S:1:pos:R:3 method="wB97M-V/def2-TZVPD" homo_ev=-8.11 smiles="NCCCCC[C@@H](O[C@H](Cl)CCC(=O)O)[C@H](N)CCCCn1cccc1.CCOCC.CCOCC.CCOCC"
N -2.005 3.205 1.984
C -1.211 2.897 0.751
C 0.171 2.239 1.162
C 0.380 0.753 0.666
C -0.926 -0.122 0.636
C -0.721 -1.597 1.214
C -0.050 -2.562 0.157
O 0.957 -3.448 0.676
C 2.052 -2.792 1.270
Cl 2.894 -1.587 0.200
C 3.122 -3.934 1.585
C 3.864 -3.649 2.963
C 3.346 -4.627 4.068
O 4.067 -4.851 5.004
O 2.123 -5.261 4.044
C -1.158 -3.511 -0.472
N -2.087 -2.751 -1.321
C -1.830 -4.466 0.595
C -3.209 -5.090 0.159
C -4.471 -4.219 0.515
C -4.753 -4.101 2.065
N -5.649 -2.949 2.264
C -5.545 -1.646 1.797
C -6.629 -0.786 2.155
C -7.495 -1.695 2.969
C -6.837 -2.966 3.007
H -1.650 4.117 2.291
H -1.723 2.579 2.747
H -1.787 2.333 -0.020
H -0.983 3.900 0.293
H 0.358 2.316 2.270
H 0.977 2.879 0.697
H 1.102 0.272 1.385
H 0.915 0.768 -0.324
H -1.301 -0.188 -0.419
H -1.769 0.323 1.237
H -0.178 -1.504 2.186
H -1.764 -1.939 1.475
H 0.293 -1.921 -0.699
H 1.805 -2.346 2.274
H 2.624 -4.938 1.598
H 3.865 -3.983 0.745
H 3.702 -2.593 3.292
H 4.965 -3.777 2.793
H 1.508 -4.845 3.413
H -0.583 -4.185 -1.172
H -2.722 -2.163 -0.785
H -2.572 -3.353 -1.979
H -1.121 -5.333 0.734
H -1.968 -4.016 1.609
H -3.202 -5.326 -0.934
H -3.331 -6.068 0.710
H -5.367 -4.724 0.066
H -4.366 -3.240 -0.006
H -3.832 -4.065 2.692
H -5.356 -5.010 2.338
H -4.648 -1.421 1.170
H -6.732 0.275 1.867
H -8.452 -1.362 3.412
H -7.271 -3.818 3.578
C -0.621 6.628 -4.221
C -1.120 5.343 -3.583
O -1.080 5.358 -2.164
C -1.853 6.361 -1.523
C -3.337 6.278 -1.834
H 0.403 6.840 -3.903
H -0.641 6.544 -5.310
H -1.234 7.487 -3.943
H -0.477 4.519 -3.900
H -2.129 5.098 -3.930
H -1.456 7.353 -1.761
H -1.708 6.220 -0.449
H -3.541 6.418 -2.897
H -3.883 7.046 -1.284
H -3.731 5.299 -1.552
C 6.264 -3.241 7.380
C 6.953 -3.647 6.089
O 7.735 -2.610 5.510
C 8.798 -2.106 6.302
C 9.827 -3.158 6.680
H 5.623 -2.371 7.213
H 5.651 -4.062 7.757
H 6.980 -2.974 8.159
H 6.193 -3.908 5.354
H 7.563 -4.545 6.235
H 8.401 -1.607 7.193
H 9.285 -1.332 5.706
H 9.394 -3.956 7.285
H 10.638 -2.705 7.254
H 10.248 -3.619 5.783
C 0.941 4.757 -8.442
C -0.501 4.531 -8.019
O -1.360 5.617 -8.329
C -1.471 5.960 -9.702
C -1.999 4.831 -10.570
H 1.338 5.662 -7.975
H 1.560 3.908 -8.146
H 1.036 4.878 -9.522
H -0.535 4.411 -6.935
H -0.895 3.603 -8.446
H -0.511 6.329 -10.078
H -2.166 6.801 -9.753
H -1.337 3.963 -10.561
H -2.100 5.164 -11.605
H -2.977 4.500 -10.213

(6)
43
Properties=species:S:1:pos:R:3 method="wB97M-V/def2-TZVPD" homo_ev=-8.93 smiles="O=C(c1cc(COc2ccc(F)cc2Cl)on1)N1CCc2ccccc2C1"
O 0.154 -0.219 -2.549
C 0.625 -0.726 -1.541
C -0.296 -1.450 -0.623
C -1.708 -1.388 -0.774
C -2.177 -2.194 0.222
C -3.558 -2.574 0.644
O -4.555 -1.772 0.057
C -4.558 -0.413 0.146
C -5.391 0.196 -0.800
C -5.557 1.561 -0.869
C -4.862 2.352 0.029
F -4.996 3.690 -0.016
C -4.035 1.794 0.981
C -3.888 0.415 1.050
Cl -2.850 -0.164 2.318
O -1.140 -2.704 0.905
N 0.014 -2.240 0.377
N 1.938 -0.661 -1.253
C 2.814 0.066 -2.148
C 3.262 1.357 -1.468
C 3.832 1.063 -0.108
C 4.677 1.975 0.513
C 5.200 1.720 1.766
C 4.881 0.539 2.417
C 4.040 -0.373 1.808
C 3.509 -0.121 0.549
C 2.609 -1.158 -0.079
H -2.245 -0.828 -1.508
H -3.785 -3.585 0.283
H -3.622 -2.584 1.739
H -5.908 -0.456 -1.485
H -6.203 2.012 -1.605
H -3.510 2.429 1.677
H 3.682 -0.562 -2.373
H 2.266 0.276 -3.067
H 2.398 2.020 -1.360
H 4.000 1.871 -2.085
H 4.926 2.894 0.001
H 5.856 2.438 2.235
H 5.285 0.331 3.396
H 3.785 -1.295 2.310
H 3.221 -2.028 -0.361
H 1.870 -1.504 0.645

(7)
54
Properties=species:S:1:pos:R:3 method="wB97M-V/def2-TZVPD" total_charge=+1 homo_ev=-10.78
C 6.616 -0.445 1.340
O 6.059 -1.045 2.507
C 4.690 -0.748 2.672
C 3.754 -1.658 1.829
C 3.362 -0.984 0.514
C 2.299 -1.766 -0.303
B 0.852 -1.546 0.240
O 0.104 -2.531 0.879
B 0.114 -2.139 2.207
O 0.333 -0.803 2.530
B 0.056 0.087 1.498
C -0.499 1.525 1.865
C 0.181 2.718 1.141
C 1.670 2.630 1.074
F 2.390 2.345 2.173
C 2.340 2.845 -0.048
F 2.134 3.891 -0.778
F 3.259 2.082 -0.538
O 0.211 -0.281 0.168
H 6.530 -1.141 0.499
H 7.672 -0.281 1.558
H 6.170 0.531 1.127
H 4.452 -0.910 3.725
H 4.471 0.307 2.462
H 2.895 -1.870 2.477
H 4.257 -2.616 1.677
H 2.941 -0.001 0.730
H 4.254 -0.882 -0.099
H 2.311 -1.356 -1.325
H 2.541 -2.824 -0.418
H -0.030 -2.979 3.024
H -0.373 1.665 2.938
H -1.555 1.547 1.574
H -0.225 2.924 0.153
H -0.065 3.612 1.733
C -7.259 -0.933 -2.461
C -6.430 0.308 -2.740
N -5.047 0.178 -2.255
C -4.670 -0.140 -0.969
C -3.317 -0.088 -0.931
N -2.894 0.272 -2.188
C -3.955 0.416 -2.975
C -1.502 0.480 -2.591
H -7.299 -1.156 -1.395
H -8.280 -0.786 -2.808
H -6.840 -1.803 -2.968
H -6.867 1.180 -2.253
H -6.397 0.507 -3.810
H -5.415 -0.366 -0.228
H -2.595 -0.257 -0.150
H -3.933 0.691 -4.016
H -1.376 1.502 -2.942
H -1.247 -0.219 -3.385
H -0.850 0.311 -1.738

(8)
55
Properties=species:S:1:pos:R:3 method="wB97M-V/def2-TZVPD" total_charge=+3 e_above_lowest_ev=0.917 homo_ev=-17.23
Ta 0.638 0.126 -1.760
C 3.871 0.474 -2.236
O 2.778 -0.068 -1.413
C 3.068 -0.559 -0.114
C 4.276 -1.095 0.263
C 4.374 -1.562 1.571
C 3.290 -1.494 2.441
C 2.082 -0.945 2.045
C 1.975 -0.466 0.749
N 0.847 0.217 0.206
N 0.084 0.855 1.089
C -0.691 1.849 0.773
C -0.632 2.531 -0.530
O 0.065 1.900 -1.477
C -1.182 3.762 -0.734
C -1.910 4.339 0.318
C -2.086 3.731 1.565
C -2.852 4.372 2.564
C -3.024 3.771 3.791
C -2.436 2.531 4.036
C -1.676 1.876 3.067
C -1.488 2.469 1.832
H 4.565 -0.325 -2.481
H 4.354 1.275 -1.683
H 3.418 0.850 -3.154
H 5.123 -1.150 -0.406
H 5.310 -1.982 1.911
H 3.396 -1.866 3.451
H 1.247 -0.870 2.727
H -1.060 4.269 -1.681
H -2.369 5.309 0.152
H -3.299 5.335 2.352
H -3.608 4.254 4.561
H -2.571 2.063 5.003
H -1.243 0.910 3.281
F -4.729 0.820 -1.940
C -3.744 -0.047 -1.789
C -2.440 0.430 -1.798
C -1.367 -0.463 -1.662
C -1.645 -1.844 -1.507
C -2.969 -2.265 -1.481
F -3.265 -3.549 -1.339
C -4.032 -1.384 -1.620
C -0.474 -2.724 -1.470
C -0.498 -4.097 -1.292
C 0.679 -4.824 -1.375
C 1.869 -4.162 -1.649
C 1.845 -2.799 -1.784
N 0.709 -2.056 -1.679
H -2.315 1.490 -1.967
H -5.052 -1.746 -1.611
H -1.431 -4.601 -1.105
H 0.663 -5.898 -1.247
H 2.803 -4.695 -1.758
H 2.758 -2.271 -2.006

(9)
36
Properties=species:S:1:pos:R:3 method="wB97M-V/def2-TZVPD" total_charge=-2 e_above_lowest_ev=3.071 homo_ev=-0.50
C -2.473 1.764 0.805
C -1.905 0.271 0.906
C -2.430 -0.195 2.263
S -4.119 -0.767 2.036
N -0.461 0.351 1.173
C 0.657 -0.299 0.530
O 0.472 -1.330 -0.177
O 1.653 0.407 0.648
H -3.446 1.693 1.060
H -2.212 2.186 -0.165
H -1.947 2.217 1.685
H -2.041 -0.384 0.002
H -1.824 -1.127 2.517
H -2.002 0.578 3.047
H -0.350 0.967 1.883
H -0.278 -3.199 2.050
H 0.992 -3.115 1.094
O 0.688 -3.209 2.016
H 1.057 1.245 -1.530
H 0.989 -0.109 -2.449
O 1.097 0.793 -2.356
H -0.146 -1.144 -1.606
H -1.242 -1.945 -1.765
O -0.635 -1.777 -2.460
H -2.984 0.800 -2.283
H -1.712 0.798 -3.277
O -2.684 1.232 -3.122
H 3.430 -1.190 2.326
H 2.826 -2.652 2.130
O 3.406 -2.157 2.720
H 1.429 3.206 -2.502
H 2.462 2.285 -1.657
O 2.337 3.054 -2.156
H 3.265 0.615 -1.719
H 4.040 -0.382 -0.595
O 4.089 0.520 -1.070

(10)
12
Properties=species:S:1:pos:R:3 method="wB97M-V/def2-TZVPD" e_above_lowest_ev=3.998 homo_ev=-10.14
C 0.030 0.043 1.300
C -0.175 -0.494 -0.151
C 0.963 -0.401 -1.104
O -2.510 0.756 0.596
O -0.655 2.165 -0.277
S -1.122 0.921 0.271
H -0.363 -0.565 2.098
H 1.011 0.452 1.493
H -0.933 -1.802 -0.189
H 1.840 -0.932 -0.734
H 1.211 0.655 -1.219
H 0.702 -0.798 -2.082

(11)
21
Properties=species:S:1:pos:R:3 method="wB97M-V/def2-TZVPD" total_charge=+1 e_above_lowest_ev=3.008 homo_ev=-13.48
C -3.126 -0.609 -0.022
C -2.622 0.685 -0.119
C -2.259 -1.712 -0.077
C -1.287 0.894 -0.245
C -0.847 -1.524 -0.170
C -0.367 -0.162 -0.180
C 1.664 1.179 -0.091
C 3.417 -0.474 -0.010
C 3.166 0.995 -0.028
N 2.321 -1.256 -0.128
N 1.046 0.066 -0.105
O 4.491 -1.035 0.039
H -4.172 -0.701 0.153
H -3.305 1.574 0.085
H -2.502 -2.836 -0.014
H -0.824 1.913 -0.423
H -0.264 -2.346 -0.220
H 1.134 2.186 -0.305
H 3.724 1.635 -0.644
H 3.409 1.462 0.870
H 2.218 -2.044 0.542

(12)
32
Properties=species:S:1:pos:R:3 method="wB97M-V/def2-TZVPD" total_charge=+1 e_above_lowest_ev=0.249 homo_ev=-12.01
C -4.014 0.533 -1.156
C 2.498 -0.168 -0.027
C 0.970 1.625 0.604
C 4.500 0.109 -1.352
C 0.727 -0.766 1.666
C -3.036 1.403 -0.820
C 1.677 0.278 1.154
C -1.375 -1.214 0.559
N -4.517 -0.455 -0.330
N -2.010 -1.679 -0.513
N 3.804 0.262 -0.106
N -0.101 -1.329 0.527
O 2.022 -0.938 -0.880
F -2.497 1.115 0.435
H -4.586 0.492 -2.010
H 0.381 1.998 1.498
H 0.315 1.462 -0.129
H 1.620 2.385 0.158
H 4.295 -0.816 -1.649
H 4.113 0.925 -2.048
H 5.542 0.161 -1.139
H 1.148 -1.716 1.934
H 0.249 -0.239 2.531
H -2.551 2.122 -1.319
H 2.370 0.715 2.015
H -1.719 -0.804 1.490
H -5.495 -0.674 -0.381
H -1.684 -2.079 -1.346
H -2.976 -1.589 -0.357
H 4.067 0.959 0.597
H -4.337 -0.414 0.660
H 0.602 -1.665 -0.264

(13)
29
Properties=species:S:1:pos:R:3 method="wB97M-V/def2-TZVPD" e_above_lowest_ev=0.879 homo_ev=-8.06
Be 0.974 0.364 -0.762
C 2.280 1.432 -1.105
H 1.723 2.008 -0.297
H 3.271 0.986 -0.828
H 2.400 1.781 -2.171
H 1.758 -0.440 -1.895
H 1.188 -0.775 -1.648
C -0.955 2.337 -1.174
N -0.711 0.905 -0.752
C -1.389 0.049 -1.769
C -1.295 0.674 0.614
C -0.495 -0.460 1.240
C -1.041 -1.229 2.294
C -0.361 -2.337 2.762
C 0.883 -2.663 2.187
C 1.403 -1.888 1.137
C 0.709 -0.780 0.646
H -2.039 2.457 -1.282
H -0.442 2.588 -2.120
H -0.616 2.977 -0.345
H -1.323 -1.008 -1.462
H -2.448 0.301 -1.739
H -0.978 0.190 -2.783
H -1.133 1.599 1.230
H -2.378 0.466 0.522
H -1.995 -0.900 2.711
H -0.774 -2.929 3.559
H 1.408 -3.553 2.517
H 2.378 -2.151 0.711

(14)
45
Properties=species:S:1:pos:R:3 method="wB97M-V/def2-TZVPD" e_above_lowest_ev=3.002 homo_ev="-7.25 / -5.42"
C 2.961 -0.081 0.197
C 2.059 -1.899 -1.974
C 3.660 -1.173 0.739
H 2.498 0.699 0.799
C 1.416 -2.623 -0.947
H 1.729 -2.116 -3.005
H 4.548 -1.389 0.106
H 0.601 -3.269 -1.313
C 3.127 -2.580 1.083
H 3.034 -2.661 2.180
H 3.907 -3.308 0.803
C 3.268 0.183 -1.221
H 4.216 0.737 -1.364
H 2.489 0.785 -1.706
C 3.393 -1.191 -1.989
H 4.195 -1.813 -1.577
H 3.703 -0.975 -3.023
C 1.803 -3.049 0.455
H 1.841 -4.158 0.481
H 0.969 -2.782 1.140
Cd 0.410 -0.835 -1.240
H 4.200 -0.653 1.558
C -3.419 0.155 3.452
C -2.418 -0.795 3.184
C -1.614 -0.668 2.050
C -1.811 0.436 1.179
C -2.807 1.387 1.462
C -3.613 1.248 2.590
N -1.039 0.600 0.009
N -1.303 1.717 -0.602
C -0.696 1.895 -1.827
C -0.946 3.106 -2.541
C -0.296 3.326 -3.749
C 0.583 2.371 -4.274
C 0.807 1.165 -3.566
C 0.161 0.939 -2.363
H -4.049 0.045 4.333
H -2.274 -1.636 3.867
H -0.831 -1.389 1.799
H -2.929 2.223 0.767
H -4.387 1.999 2.780
H -1.641 3.823 -2.112
H -0.460 4.242 -4.305
H 1.113 2.516 -5.222
H 1.495 0.407 -3.965